Entry from OMol25: a structure of composition C27H27KN5O5STe (ωB97M-V/def2-TZVPD).

Cartesian coordinates (Å):
K: 0.252 0.634 -0.392
O: 2.593 3.822 1.724
C: 1.830 3.073 0.931
O: 2.267 2.141 0.301
C: 0.486 3.736 0.668
O: -0.557 2.797 0.585
C: -1.750 3.350 0.041
C: -2.712 2.256 -0.441
O: -3.924 2.559 -0.448
O: -2.208 1.207 -0.910
H: 3.430 3.345 1.835
H: 0.631 4.228 -0.310
H: 0.289 4.517 1.403
H: -1.511 3.947 -0.850
H: -2.248 4.002 0.762
N: 2.606 -2.687 -1.905
C: 3.129 -2.091 -0.751
C: 4.508 -2.211 -0.538
C: 5.046 -1.649 0.601
C: 4.216 -0.981 1.491
C: 2.869 -0.918 1.186
N: 2.323 -1.469 0.094
C: 1.413 -2.451 -2.583
C: 1.304 -2.920 -3.903
C: 0.143 -2.659 -4.597
C: -0.888 -1.957 -3.979
C: -0.691 -1.574 -2.668
N: 0.430 -1.812 -1.977
H: 3.306 -3.134 -2.473
H: 5.133 -2.729 -1.255
H: 6.110 -1.727 0.790
H: 4.588 -0.525 2.399
H: 2.180 -0.401 1.851
H: 2.125 -3.452 -4.367
H: 0.044 -2.986 -5.625
H: -1.788 -1.668 -4.505
H: -1.465 -1.028 -2.132
Te: 0.510 1.402 3.463
C: 2.398 0.930 4.285
C: 3.348 1.930 4.535
C: 4.617 1.627 5.009
C: 4.980 0.308 5.257
C: 4.048 -0.697 5.028
C: 2.781 -0.391 4.548
H: 3.070 2.966 4.366
H: 5.327 2.426 5.194
H: 5.968 0.068 5.630
H: 4.313 -1.731 5.222
H: 2.070 -1.187 4.366
N: -4.541 1.736 -2.984
C: -4.115 0.639 -3.619
S: -3.503 0.684 -5.195
N: -4.210 -0.561 -2.988
C: -4.712 -0.922 -1.719
C: -4.187 -2.069 -1.129
C: -4.667 -2.514 0.090
C: -5.674 -1.816 0.741
C: -6.200 -0.680 0.148
C: -5.736 -0.232 -1.080
H: -4.334 2.579 -3.495
H: -4.479 1.841 -1.950
H: -3.781 -1.298 -3.521
H: -3.380 -2.601 -1.622
H: -4.236 -3.399 0.541
H: -6.036 -2.150 1.705
H: -6.982 -0.122 0.647
H: -6.168 0.648 -1.527

Computed properties:
HOMO = -3.6 eV
Charge = -1
HOMO-LUMO gap = 5.64 eV
Relative energy (zero: lowest compared OMol25 entry of this formula, charge and spin) = 10.0 kcal/mol
Maximum force = 1.0 eV/A